11 unconnected molecules or ions with the total composition C47H122N6O15 in a non-equilibrium geometry. Source: OMol25; level of theory: wB97M-V/def2-TZVPD.

Element x y z (Å)
O 20.8342 3.5904 -17.4169
O 18.5333 5.2891 -20.4531
O 16.1883 3.7219 -14.5139
O 19.8755 3.4164 -10.5886
O 28.6848 9.9770 -21.1605
O 23.2920 13.6689 -13.8051
O 24.1747 3.8298 -12.8674
O 22.5960 7.7389 -21.1843
O 23.6410 9.4657 -12.6656
O 25.0904 5.4298 -17.8981
O 20.8690 8.6362 -16.2283
O 21.1400 18.1645 -10.4566
O 13.2391 10.0731 -18.1121
O 19.4275 10.9356 -15.2939
O 22.7863 10.8983 -18.9698
N 25.8970 11.2955 -19.1473
N 19.0292 5.8074 -17.5773
N 21.1386 14.7747 -12.0219
N 18.9375 3.9582 -15.2406
N 24.6584 8.4717 -19.3332
N 21.2542 4.2033 -13.0095
C 17.1591 5.3590 -20.8533
C 14.4587 9.3163 -18.0646
C 16.2432 4.8840 -19.7378
C 14.5847 8.6123 -16.7185
C 15.4867 4.9503 -14.7031
C 27.9906 10.2556 -19.9368
C 22.7434 12.5976 -14.5327
C 23.2147 13.4941 -12.4197
C 21.8126 13.4854 -11.8367
C 24.8547 7.6605 -20.5263
C 24.8012 12.2117 -19.4363
C 26.8790 11.2723 -20.2216
C 21.4445 10.9962 -18.5841
C 16.2742 6.0785 -14.0039
C 19.4676 7.2067 -17.4998
C 18.0203 2.5788 -17.0945
C 23.6577 6.8146 -20.9406
C 16.8852 6.7979 -21.2949
C 17.8416 11.7645 -13.7426
C 22.1962 3.5837 -17.7481
C 20.5288 7.2775 -16.4300
C 23.6041 11.9785 -18.5386
C 20.4889 2.5189 -16.5371
C 14.1066 4.7668 -14.1367
C 21.3273 7.1338 -20.9962
C 21.9286 8.8123 -15.3050
C 20.1687 4.9796 -12.3741
C 25.9185 4.4454 -17.3040
C 19.6492 4.0989 -9.3703
C 24.8141 9.3849 -13.4799
C 25.5763 6.7354 -17.7855
C 25.1540 7.9069 -13.6635
C 20.7793 17.1195 -11.3623
C 19.0658 2.7044 -15.9909
C 25.4536 3.3321 -13.1794
C 18.6623 9.3711 -13.6663
C 15.6361 10.2207 -18.4217
C 18.2647 10.5315 -14.5445
C 19.2057 4.0034 -11.6961
C 21.6089 15.8644 -11.1537
C 24.4717 7.7664 -18.0834
C 18.2194 8.0439 -17.2398
C 28.2820 8.7682 -21.7726
C 25.9300 10.1785 -12.8125
C 23.4745 4.3132 -14.0014
C 22.2761 5.1169 -13.5190
C 22.4796 18.6238 -10.5966
H 19.5654 9.6023 -13.0900
H 19.1052 4.7737 -15.8427
H 24.4325 8.4488 -17.2321
H 21.5989 15.4986 -10.1255
H 25.8809 2.9749 -12.2412
H 21.1731 12.7371 -12.3085
H 22.5756 2.6015 -18.0475
H 21.4356 6.7437 -16.7501
H 16.7685 11.6623 -13.5554
H 28.7723 10.6708 -19.3056
H 18.8237 3.2648 -12.4010
H 21.6206 3.5980 -12.2808
H 17.3357 6.0124 -14.2427
H 25.3381 3.5351 -17.1478
H 20.2194 5.0306 -9.3870
H 21.6543 12.4884 -14.5028
H 16.2982 9.7498 -19.1550
H 23.7614 12.5892 -12.1087
H 21.2352 6.6308 -20.0331
H 14.6358 9.3582 -15.9209
H 17.0337 2.4515 -16.6477
H 21.7831 8.1723 -14.4298
H 15.1881 4.8430 -20.0011
H 19.8480 7.4880 -18.4925
H 13.5581 5.7138 -14.1919
H 25.1261 13.2442 -19.2828
H 17.4863 7.7453 -17.9912
H 21.9310 9.8236 -14.9027
H 20.1686 6.8314 -15.4938
H 20.5576 7.8977 -21.1262
H 27.2736 12.2656 -20.4555
H 17.4503 7.0572 -22.1891
H 16.3808 5.4649 -18.8227
H 19.6282 5.5040 -13.1667
H 15.8289 6.9214 -21.5609
H 17.7546 7.8535 -16.2702
H 21.1167 6.4559 -21.8364
H 22.6872 5.7528 -12.7252
H 16.9970 4.7019 -21.7168
H 23.4809 7.2869 -18.0581
H 18.5948 4.2760 -9.1486
H 20.8948 11.8379 -19.0391
H 15.9672 7.0684 -14.3587
H 22.6432 16.1038 -11.4325
H 19.7185 16.8964 -11.2576
H 17.9589 9.2100 -12.8380
H 25.2545 7.4110 -12.6923
H 23.0453 12.9001 -18.3598
H 23.4754 6.0767 -20.1515
H 21.8867 5.6870 -14.3577
H 17.5052 10.2580 -15.2841
H 23.8343 9.3560 -11.7313
H 20.5793 1.5789 -17.0967
H 26.0971 4.7885 -16.2760
H 21.8853 13.2971 -10.7634
H 22.5616 19.4705 -9.9122
H 20.0302 3.4659 -8.5705
H 26.8228 4.2634 -17.8857
H 20.5751 5.6782 -11.6357
H 24.1119 4.9761 -14.6012
H 18.9234 1.8865 -15.2797
H 14.0484 4.4230 -13.1043
H 25.1886 8.3238 -21.3246
H 19.8127 5.1527 -17.6492
H 26.4211 11.0245 -21.1967
H 18.8177 8.4110 -14.1587
H 25.5587 11.1388 -12.4569
H 25.4892 10.3528 -19.1173
H 23.1853 3.4469 -14.6048
H 17.1195 3.8575 -14.8166
H 26.0268 4.0710 -13.7437
H 23.1020 11.6452 -14.1169
H 16.1006 6.0191 -12.9292
H 24.3724 7.3903 -14.2153
H 26.4676 6.8667 -18.4152
H 23.7945 14.2463 -11.8791
H 22.8906 8.5990 -15.7779
H 26.3163 9.6827 -11.9168
H 20.9048 17.5668 -12.3556
H 25.9742 7.0193 -16.7994
H 13.5316 4.0581 -14.7370
H 27.2439 8.8858 -22.0971
H 20.8313 10.1937 -18.9942
H 18.5403 5.6985 -18.4609
H 24.6154 9.8057 -14.4668
H 18.3041 4.5195 -11.3498
H 24.5386 12.0482 -20.4950
H 16.3238 10.5430 -17.6370
H 25.6877 6.9542 -20.4119
H 18.2347 1.7287 -17.7436
H 14.3530 8.5448 -18.8273
H 15.5006 8.0180 -16.7450
H 17.0505 7.4632 -20.4462
H 21.3658 11.1400 -17.5044
H 23.1192 17.7999 -10.2965
H 18.4666 9.1041 -17.3274
H 15.2409 11.1024 -18.9258
H 25.3628 2.3867 -13.7418
H 16.5109 3.8534 -19.4931
H 13.7588 7.9401 -16.4908
H 28.8742 8.6222 -22.6743
H 26.1610 7.8008 -14.0780
H 19.6619 4.0375 -14.5260
H 23.9743 11.6447 -17.5582
H 17.9216 12.6616 -14.3526
H 23.8850 6.2493 -21.8503
H 22.4075 4.2730 -18.5685
H 19.8559 10.1816 -15.7256
H 17.9733 3.4626 -17.7265
H 28.4036 7.9015 -21.1192
H 21.3284 15.0905 -12.9697
H 26.7438 10.2752 -13.5324
H 22.7165 19.1087 -11.5492
H 23.0853 12.6342 -15.5644
H 13.2344 10.6766 -17.3612
H 18.3913 11.8156 -12.8063
H 22.7998 3.9669 -16.9165
H 21.1866 2.4449 -15.6945
H 15.4364 5.1406 -15.7838
H 27.5231 9.3432 -19.5609
H 23.8238 9.0060 -19.5743
H 19.0655 5.2475 -21.2520

Force components x, y, z for each atom (eV/Å):
O -0.02 -0.45 0.16
O -0.23 -0.45 0.16
O 0.06 0.04 -0.12
O -0.62 -0.67 -0.08
O 0.31 -0.46 0.16
O -0.15 0.67 -0.18
O -0.09 0.47 0.10
O -0.31 -0.86 0.73
O -0.87 0.36 -0.79
O -0.45 -0.52 -0.02
O 0.06 0.39 0.22
O -0.33 -0.01 -0.12
O -0.01 -0.25 -0.10
O 0.08 0.50 -0.13
O -0.06 -0.03 -1.07
N 0.09 -0.21 0.21
N 0.09 0.04 -0.16
N -0.34 0.52 -0.03
N 0.12 0.48 0.02
N 0.01 0.33 -0.78
N -0.65 0.85 0.19
C -0.47 0.63 -0.77
C -0.42 0.13 0.57
C 0.67 -0.53 0.35
C 0.39 0.08 -0.22
C 1.13 -0.32 0.54
C -0.01 0.62 -1.24
C 0.09 -1.18 0.18
C 0.56 -0.85 1.18
C -0.15 0.79 -0.30
C 0.77 -0.89 -0.04
C 0.07 -0.33 -0.33
C -0.17 -0.06 -0.35
C -0.88 0.94 -0.19
C -0.49 0.13 -0.52
C -0.73 -0.94 -0.26
C -0.24 0.12 0.13
C 0.42 0.89 -0.28
C -0.97 -0.40 0.16
C -0.84 -0.81 -0.58
C 0.70 0.47 0.03
C 0.33 0.67 -0.32
C 0.22 -0.61 0.94
C -0.13 -0.16 -0.10
C -1.00 0.37 -0.45
C -0.16 0.43 -1.09
C -0.10 -0.25 0.32
C -0.22 -1.04 -0.39
C -0.67 0.56 0.79
C 0.56 -0.20 -0.07
C 0.32 -0.68 1.30
C 0.42 1.06 0.07
C 0.70 0.17 0.56
C 0.25 0.64 0.17
C 0.83 0.16 -0.32
C -0.71 -1.14 0.12
C -0.26 -0.34 1.47
C 0.57 0.01 -0.73
C 1.25 0.41 -0.51
C 0.01 0.95 0.26
C 0.50 -0.60 -0.89
C -0.36 -0.68 -0.06
C 0.45 0.11 -0.03
C -0.27 0.73 -0.32
C 0.09 -0.31 -0.17
C 0.08 0.03 0.14
C 0.75 -1.55 0.31
C -0.85 0.43 0.75
H 0.23 0.22 -0.47
H -0.55 -0.53 -0.15
H 0.19 0.44 -0.34
H -0.18 0.32 0.12
H 0.38 0.68 0.00
H 0.17 -0.22 0.16
H -0.19 -0.12 0.08
H -0.08 -0.21 0.03
H 0.07 0.00 0.44
H -0.32 -0.15 0.56
H 0.45 -0.34 0.08
H 0.33 0.03 -0.15
H 0.06 -0.22 0.14
H -0.02 -0.07 -0.57
H -0.21 0.23 0.29
H -0.08 0.53 -0.06
H -0.10 -0.15 0.01
H -0.31 -0.38 -0.30
H -0.02 -0.05 0.01
H 0.20 -0.05 0.08
H -0.02 -0.04 -0.05
H 0.12 -0.17 -0.02
H 0.04 0.39 -0.24
H 0.38 0.42 0.33
H 0.04 0.00 0.03
H 0.10 -0.03 -0.18
H -0.04 0.29 -0.10
H -0.12 0.15 -0.33
H -0.10 -0.02 0.02
H 0.15 0.18 0.45
H 0.23 0.08 0.60
H 0.29 0.19 0.23
H -0.13 0.12 -0.05
H 0.04 0.35 0.17
H 0.05 -0.11 -0.02
H 0.25 -0.10 0.11
H 0.17 -0.43 0.27
H -0.25 0.47 -0.13
H 0.10 -0.05 0.06
H 0.17 -0.46 0.10
H -0.10 0.11 -0.30
H 0.65 0.48 0.03
H -0.23 -0.04 0.12
H 0.13 0.04 0.39
H 0.01 0.11 0.33
H -0.39 -0.11 -0.41
H -0.28 0.14 0.12
H -0.27 -0.05 -0.37
H -0.52 0.19 0.10
H -0.19 0.23 0.04
H -0.26 -0.10 0.26
H 0.40 -0.08 -0.06
H -0.12 -0.06 0.00
H 0.73 -0.08 -0.11
H -0.09 -0.21 -0.03
H 0.12 -0.33 0.38
H 0.15 0.01 -0.04
H 0.12 -0.02 0.17
H -0.16 0.24 -0.02
H 0.18 -0.08 -0.03
H -0.04 -0.05 0.01
H 0.50 0.02 0.04
H -0.36 0.08 -0.14
H -0.10 0.31 -0.04
H -0.12 -0.43 0.06
H -0.07 0.12 -0.28
H 0.08 0.19 -0.44
H 0.26 0.19 0.11
H -0.18 0.12 -0.24
H -0.21 -0.01 0.30
H 0.33 -0.09 0.23
H 0.18 0.02 0.03
H 0.22 0.02 0.05
H 0.16 -0.05 -0.26
H -0.24 0.14 -0.34
H -0.06 0.55 -0.63
H 0.01 -0.08 0.05
H -0.03 -0.29 -0.12
H 0.12 -0.56 -0.34
H -0.26 -0.79 0.35
H 0.12 -0.08 0.00
H -0.16 -0.41 0.06
H 0.60 -0.73 0.53
H 0.03 -0.10 0.19
H -0.44 0.25 0.17
H 0.07 0.20 0.04
H -0.46 0.51 0.07
H -0.45 -0.07 0.43
H 0.01 0.15 0.24
H 0.01 -0.09 0.10
H -0.14 0.13 -0.17
H 0.01 0.06 0.32
H 0.36 0.18 -0.18
H -0.26 -0.45 0.10
H 0.69 0.34 -0.25
H -0.28 0.03 -0.04
H 0.01 0.06 0.08
H 0.03 0.34 -0.44
H 0.07 0.02 0.08
H -0.14 0.06 -0.24
H 0.17 0.05 0.08
H -0.26 -0.10 -0.58
H -0.08 -0.61 -0.02
H 0.24 0.43 0.11
H 0.41 0.04 0.09
H 0.00 0.00 -0.09
H -0.40 -0.01 -0.09
H -0.32 -0.26 0.10
H 0.17 0.11 0.06
H -0.07 -0.02 0.12
H -0.23 -0.27 -0.11
H 0.13 0.34 0.22
H -0.08 -0.74 -0.47
H -0.04 0.35 -0.01
H 0.03 -0.01 0.00
H 0.05 0.30 -0.01
H 0.03 -0.23 0.13
H 0.10 0.32 0.01
H -0.16 0.22 0.03
H 0.21 -0.03 0.38
H 0.05 0.28 0.61
H 0.09 0.03 0.03

Lowest unoccupied orbital energy   0.412 eV
Highest occupied orbital energy   -8.532 eV
E_tot   -3320.8155 hartree
Net charge   0
HOMO-LUMO gap   8.944 eV
ΔE to the lowest compared entry with this formula, charge and spin   0.0 kJ/mol